1.
Entry from the Open Molecules 2025 dataset: a molecular structure, C36H31KN6O7S2 at a distorted geometry (ωB97M-V/def2-TZVPD).

Properties
electronic energy: -99103.615 eV
energy above the lowest of the compared OMol25 structures with the same formula, charge and spin: 42.0 kcal per mole
strongest force on any atom: 2.0 eV/A
total charge: -2
HOMO energy: -2.10 eV

```
83
Properties=species:S:1:pos:R:3:forces:R:3
K -0.605685 0.461280 0.039702 0.1 1.0 -1.2
S -0.858129 3.153671 -1.971138 0.1 0.1 0.0
S -2.810904 2.317567 1.952546 -0.3 0.3 0.4
O -4.745913 -1.915910 0.639426 0.1 0.0 0.0
O -3.379208 2.570414 0.658515 0.1 0.1 -0.1
O -5.943879 -3.156299 -0.638659 0.1 -0.1 0.0
O 0.216198 -1.428652 -0.745197 0.6 -1.8 -0.4
O -3.649250 1.564629 2.859711 0.0 0.0 0.1
O 0.820685 2.291579 2.387200 -0.1 0.0 0.0
O 1.024435 -3.533462 -0.781549 0.0 0.0 0.0
N -1.805974 3.068800 -4.455335 -0.2 0.0 -0.1
N -1.326431 1.710035 1.851673 -1.2 0.8 1.3
N -0.845620 1.105089 -3.487332 -0.6 -1.5 -0.2
N 0.266257 0.744782 -3.861063 0.4 1.6 -0.1
N -4.862644 -2.729800 -0.252692 -0.6 0.3 0.3
N -1.996829 2.314061 -5.640531 0.4 -0.3 -0.2
C -3.585438 0.729861 -4.699354 0.0 0.2 0.1
C -1.589578 -0.260120 4.579068 0.0 0.0 -0.1
C -3.659171 -3.239625 -0.884521 0.7 -0.3 -0.4
C -2.424142 5.840056 4.072707 0.0 0.0 0.0
C 2.146827 -2.360301 -3.383106 0.1 -0.1 0.0
C -3.014825 1.405690 -5.788182 -0.2 0.0 0.0
C -2.347303 3.833680 2.804446 0.4 -0.3 0.0
C 1.440851 -1.646593 2.752078 0.0 -0.1 0.1
C -0.392387 -3.201215 2.491080 0.0 -0.1 0.1
C 0.546139 -0.620287 -3.830589 0.2 -1.3 -0.3
C 0.133980 -2.672506 -0.859046 -0.1 -0.2 -0.1
C -0.311696 4.721894 3.721226 0.0 0.0 0.0
C -1.048111 5.764566 4.268748 0.0 0.0 0.0
C 2.863253 -1.229659 2.489323 -0.1 0.0 -0.1
C -2.624893 -4.877965 -2.281232 0.1 0.0 0.0
C 0.609884 -0.816087 3.499880 0.0 0.0 0.0
C -4.512840 0.200083 -7.265610 0.0 0.0 0.0
C -0.906628 -4.520808 1.974639 0.0 0.1 0.0
C -3.088888 4.870208 3.330743 -0.2 0.0 -0.1
C -1.385614 -4.341696 -1.960926 -0.1 -0.1 0.0
C -1.280194 -3.217284 -1.150768 0.3 0.0 -0.1
C 1.751819 -1.042117 -3.269362 -0.1 0.2 -0.1
C -1.183320 2.468760 -3.501541 0.4 0.8 0.8
C -0.249375 -1.539843 -4.514481 -0.1 0.3 0.1
C -3.771250 -4.333894 -1.734557 -0.3 0.1 0.2
C -1.206837 -2.346990 3.222199 0.0 0.0 0.0
C 1.368918 -3.269733 -4.089081 0.0 0.1 -0.1
C -3.492406 1.112940 -7.077702 0.0 0.0 0.0
C -4.608043 -0.179056 -4.904995 -0.1 0.0 -0.1
C -0.712907 -1.151741 3.745336 0.1 0.0 0.2
C -2.428943 -2.652568 -0.613845 -0.1 0.1 0.1
C 0.936461 -2.843009 2.268367 0.0 0.0 0.0
C -0.390590 2.508240 2.371999 0.4 0.3 0.4
C 0.173453 -2.852113 -4.653709 0.0 -0.1 0.0
C -5.089114 -0.449641 -6.180560 -0.1 -0.1 0.0
C -0.981662 3.751694 2.998589 0.0 0.2 0.0
H -2.375070 0.183172 3.970736 -0.1 0.0 0.0
H -0.467453 -4.789859 -2.317896 0.0 0.1 0.0
H -5.049668 -0.676572 -4.049857 0.0 0.0 0.0
H -2.247340 -2.608549 3.393593 0.0 0.0 0.0
H -2.983314 6.658865 4.509163 0.0 0.0 0.0
H -0.593688 -5.335178 2.634791 0.0 0.0 0.0
H -4.158595 4.921833 3.171608 0.0 0.0 0.0
H 3.368407 -0.970207 3.422256 0.0 0.0 0.0
H -2.699742 -5.731488 -2.943461 0.0 0.0 0.0
H -0.440924 -3.556024 -5.203503 0.0 0.0 0.0
H -1.005867 0.551670 5.015818 0.0 0.0 0.0
H 3.418508 -2.024505 1.992339 0.0 0.0 0.0
H -2.065374 -0.824473 5.385283 0.0 0.0 0.0
H -0.550480 6.527801 4.855523 0.0 0.0 0.0
H -5.901872 -1.149823 -6.328771 0.0 0.0 0.0
H -1.182197 -1.202625 -4.950673 0.0 0.0 0.0
H -3.054070 1.624848 -7.928734 0.0 0.0 0.0
H 3.069139 -2.685446 -2.918988 -0.1 0.0 0.1
H 2.867604 -0.345803 1.848252 0.1 0.0 0.0
H -0.500417 -4.717429 0.982877 0.0 -0.1 0.0
H 1.562857 -3.493703 1.670652 0.0 0.0 -0.1
H -3.229049 0.934584 -3.700096 -0.1 0.0 0.0
H -4.875584 0.006213 -8.269153 0.0 0.0 0.0
H 2.349908 -0.321648 -2.726657 0.0 0.0 0.0
H 1.002917 0.123269 3.873056 0.0 0.0 0.0
H -4.749446 -4.745988 -1.930658 0.0 0.0 0.0
H 0.759692 4.647571 3.856604 0.0 0.0 0.0
H -1.867438 2.914480 -6.435839 -0.1 0.0 -0.1
H -1.996196 -4.525926 1.917723 0.0 0.0 0.0
H -2.374179 -1.778801 0.026494 0.0 -0.2 0.0
H 1.686894 -4.300367 -4.186015 0.0 0.0 0.0
```
Forces are in eV/Å.

Atomic partial charges in e from the Mulliken method, atoms 1 to 8: number 1, K, carries 0.929; number 2, S, carries -0.362; number 3, S, carries 0.978; number 4, O, carries -0.604; number 5, O, carries -0.635; number 6, O, carries -0.691; number 7, O, carries -0.696; number 8, O, carries -0.764


2.
Entry from the Open Molecules 2025 dataset: 11 unconnected molecules or ions with the total composition C31H84O11 at a distorted geometry (ωB97M-V/def2-TZVPD).

Properties
electronic energy: -56029.218 eV
energy above the lowest of the compared OMol25 structures with the same formula, charge and spin: 62.3 kcal per mole
strongest force on any atom: 4.1 eV/A
HOMO energy: -9.44 eV
SMILES: CC(C)O.CC(C)O.CC(C)O.CC(C)O.CC(C)O.CC(C)O.CC(C)O.CC(C)O.CC(C)O.CC(C)O.CO

```
126
Properties=species:S:1:pos:R:3:forces:R:3
O 2.430974 -1.105151 0.208960 -0.5 2.4 2.3
O 0.305892 0.471364 0.283976 1.0 1.3 0.3
O 1.365415 3.164456 -0.461314 0.0 -2.1 -1.2
O -3.581985 1.129157 4.997316 -0.2 0.3 -0.5
O 0.494580 -4.352219 -3.316895 -0.6 -0.1 0.9
O -1.476985 4.265067 -1.256967 -1.5 -0.8 -1.1
O 3.915412 -1.248557 2.387466 -0.4 0.3 -0.9
O -1.839158 -3.310993 1.685852 -1.5 -0.8 -0.9
O -1.500500 0.874241 -5.421285 -1.0 2.9 -0.3
O -0.916553 -1.947424 -5.562150 -0.6 0.2 0.3
O 1.080161 -2.273720 2.757313 -0.3 0.2 0.7
C 0.386187 -1.003289 -7.327907 0.7 0.1 0.7
C -3.024767 -2.555037 1.372968 -0.6 0.2 -0.2
C -3.509709 -1.682279 2.548631 1.0 -1.3 0.6
C 3.327364 -0.737357 -2.049778 -1.4 0.8 2.1
C -1.040960 -3.135113 -1.863377 -0.1 0.0 -0.2
C 4.571935 1.139677 2.635171 0.7 -1.3 -0.4
C -3.596469 4.977803 -0.332729 -0.2 -0.4 0.8
C -0.853381 0.161358 -0.443800 -2.1 1.2 0.6
C -0.903757 -4.257806 -2.908389 0.8 -1.2 2.0
C -2.920878 2.399655 4.947692 -0.9 0.3 -1.0
C 3.537335 -2.884188 -0.782769 -0.8 -0.2 0.0
C 2.412128 3.833004 0.121117 1.6 1.3 -0.2
C -0.729181 0.648351 -1.867581 1.1 0.7 0.7
C 1.392201 -1.286683 -4.974723 -0.8 -2.1 -0.9
C 3.979777 -0.149619 3.248991 2.5 0.9 -0.5
C -3.758896 3.375409 4.084424 -0.2 -0.8 -0.4
C -2.110306 5.075700 -0.242549 1.9 0.2 -0.8
C -1.538925 2.277643 4.416331 0.0 -3.1 -0.9
C -4.139841 -3.583424 0.948165 0.9 0.9 0.0
C 1.308324 -2.958785 4.000501 1.8 -0.3 -0.3
C -2.837369 1.295804 -5.787062 0.3 0.2 0.9
C 0.669179 -2.328738 5.220584 -0.5 1.0 0.6
C -1.369455 6.419502 -0.421137 -1.8 -0.7 -0.6
C 4.852553 -0.574501 4.382275 1.1 -0.8 1.6
C -1.313191 -5.656601 -2.330244 -1.3 0.8 -0.7
C 2.225872 5.355010 -0.010904 0.4 0.0 0.0
C 0.879824 -4.421242 3.834619 0.6 1.1 0.4
C 0.416920 -1.843888 -6.046687 0.2 -0.1 -0.9
C 2.657523 -1.694528 -0.991590 -2.3 0.4 -3.4
C 3.633313 3.396074 -0.653935 1.7 0.4 0.5
C -2.094997 0.867417 0.216930 -0.1 0.5 0.7
H 0.558310 1.425100 0.103173 -0.3 -1.3 0.1
H -0.630791 1.739090 -1.745228 -0.4 -0.1 -0.5
H 3.124015 5.907951 0.343643 -0.6 -0.4 -0.2
H -1.008623 3.145759 4.513403 1.4 2.4 0.4
H -3.458033 0.414115 -6.010536 0.2 0.4 -0.3
H -0.972491 1.468376 4.935290 -0.3 0.5 -0.2
H 1.032219 -2.777892 6.189045 -0.5 0.0 -1.1
H 2.411918 -2.815043 4.109846 -0.5 -0.8 0.4
H -3.579528 3.105577 3.031405 -0.5 -0.4 0.2
H -2.096871 -3.016414 -1.550889 0.5 0.1 -0.2
H 1.746707 -0.355037 0.189286 0.6 -1.4 -0.3
H 0.671185 -2.871005 -6.384377 0.4 0.4 0.7
H 3.652097 3.799157 -1.665332 0.1 0.4 0.1
H 1.314587 -2.088174 -4.222268 0.5 0.8 0.4
H -1.065245 -0.892489 -0.369679 0.5 -0.5 0.0
H 3.605489 -3.486593 -1.686085 0.0 -0.2 0.1
H 1.516097 -4.996654 3.193148 0.6 -0.1 -0.4
H -3.716765 -4.199536 0.171880 0.2 -0.5 -0.2
H -1.733432 4.639933 0.675636 -0.3 -0.1 0.6
H 3.381731 -0.905490 1.635027 0.4 -1.0 -0.4
H 1.936415 -1.838337 2.629600 -0.3 0.1 -0.7
H -0.073568 -4.392624 3.346003 -0.8 -0.3 0.1
H 4.415649 -1.446194 4.877295 0.0 -0.1 -0.1
H -1.739257 6.847237 -1.355299 0.2 0.2 -0.1
H 3.117973 -3.430488 0.062262 0.3 -0.3 -0.1
H -2.944119 0.495417 5.334987 0.0 -0.1 0.0
H -2.395845 -5.702994 -1.998942 1.1 0.2 -0.5
H 3.685329 2.338175 -0.807020 -0.3 -0.9 0.2
H 2.568410 3.537867 1.150598 -0.2 0.0 0.6
H -1.501455 -0.045713 -5.461949 0.2 -2.7 0.0
H -3.607585 -2.393242 3.400621 -0.7 0.5 -0.4
H -3.930786 3.962552 -0.082253 0.2 0.1 -0.3
H -4.032192 5.280892 -1.269468 0.1 0.1 -0.6
H 5.875815 -0.899782 4.036935 -1.1 0.4 0.0
H -0.634258 -0.836048 -7.666983 0.1 0.0 -0.1
H 4.586237 3.629535 -0.091058 -1.0 0.1 -0.7
H -4.841489 3.277029 4.335838 0.8 0.3 -0.3
H 0.865458 -0.061504 -7.062171 -0.2 0.3 -0.5
H 0.866599 -4.877765 4.814782 -0.4 -0.4 0.1
H 2.774385 0.195364 -2.351609 0.0 -1.3 0.0
H 4.503426 -2.505377 -0.535406 0.9 0.0 0.3
H -2.719430 -1.028312 2.910472 0.2 0.4 -0.3
H 1.599626 -1.965161 -1.376091 1.5 -0.2 0.1
H -1.551097 7.122525 0.362129 0.1 0.5 0.7
H -3.429989 4.420071 4.064689 0.0 -0.1 0.8
H -2.169007 4.087342 -1.947828 1.2 0.1 0.9
H -3.315678 1.789243 -4.896342 0.4 -0.2 -0.8
H -0.990066 -2.764569 -5.063179 0.0 0.1 0.1
H -0.743743 -5.893350 -1.444658 0.4 -0.1 0.2
H -2.803114 2.024951 -6.629860 -0.1 -0.7 0.5
H -4.036551 5.594849 0.419912 -0.4 0.6 0.6
H -0.445948 -3.299838 -0.937473 -0.3 -0.3 -0.6
H -0.648079 -2.219330 -2.329411 -0.4 0.0 0.2
H 0.959057 -1.246703 5.318484 -0.4 -0.8 -0.3
H -2.867889 2.746661 5.940694 0.0 0.7 1.4
H -1.150771 -6.404448 -3.119058 0.0 0.1 0.4
H 5.039359 0.144771 5.203856 -0.3 0.1 -0.6
H 0.940758 -4.573535 -2.467461 -0.1 0.2 -1.0
H 0.998643 -1.510363 -8.079774 -0.3 0.3 -0.1
H 3.002526 0.111252 3.473203 -2.1 0.4 1.4
H -2.928287 0.931537 -0.511381 0.2 -0.5 0.6
H 2.073663 5.564566 -1.083973 0.1 0.1 0.4
H -2.404489 0.467401 1.230721 0.2 0.0 -1.4
H 1.176766 -0.284576 -4.641479 -0.5 0.2 0.2
H -4.397316 -1.082258 2.347205 0.0 -0.3 0.0
H 2.380259 -1.277622 -5.412249 0.4 -0.1 0.0
H -0.446177 -2.407718 5.120430 0.8 0.1 0.4
H 4.126415 -0.341169 -1.462564 1.2 0.3 0.1
H -1.533606 2.009240 3.344169 -0.1 0.0 0.3
H -1.280856 -2.888658 2.314769 0.7 1.0 0.6
H 5.656650 0.984763 2.504341 -0.4 0.0 -0.5
H -0.345494 6.128973 -0.533183 0.5 0.3 0.0
H -2.754599 -1.895187 0.517147 -0.4 -0.4 0.3
H -1.498095 -4.057572 -3.785718 -0.1 0.1 -0.4
H -5.033510 -3.125309 0.499911 0.3 0.2 0.4
H -4.428189 -4.220703 1.787735 0.1 0.2 0.0
H 0.537244 3.461138 -0.171932 -2.0 1.1 0.5
H -1.610441 0.396762 -2.458624 0.5 -0.1 -0.3
H 4.524528 1.900993 3.390993 -0.5 0.7 0.1
H 3.688615 -1.334893 -2.837083 0.4 -0.3 -1.3
H 1.350273 5.725385 0.537120 0.2 -0.2 0.0
H 4.080133 1.395244 1.683740 0.2 0.2 0.4
H 0.278003 0.364336 -2.239342 -0.9 -0.4 -0.4
H -1.913423 1.938989 0.448318 0.5 -0.4 -0.4
```
Forces are in eV/Å.

Atomic partial charges in e from the Mulliken method, atoms 1 to 8: number 1, O, carries -0.316; number 2, O, carries 0.146; number 3, O, carries -0.511; number 4, O, carries -0.559; number 5, O, carries -0.523; number 6, O, carries -0.432; number 7, O, carries -0.516; number 8, O, carries -0.500